Run one
Below is 2 unconnected molecules or ions with the total composition C3H4N2O, with properties calculated with ωB97M-V/def2-TZVPD.

The frontier orbital gap comes out at 8.53 eV. For the highest occupied orbital energy, the calculation gives -7.81 eV. Its charge is 0. The calculation puts the LUMO energy at 0.72 eV.

Each line ends with the Mulliken charge.
Positions of all 10 atoms, in Å:
C1 2.09 -1.37 -0.48  -0.190
C2 -2.79 0.07 -0.06  0.462
C3 1.15 0.77 0.28  -0.790
N1 1.66 -0.39 0.01  -0.036
N2 -1.63 0.43 -0.01  -0.434
O1 -3.91 -0.09 -0.20  -0.390
H1 2.19 -2.39 -0.70  0.330
H2 0.38 0.99 -0.47  0.436
H3 1.73 1.43 0.88  0.299
H4 -0.88 0.53 0.75  0.314


Run two
Below is C3H4N2O in the gas phase, with properties calculated with ωB97M-V/def2-TZVPD.

The frontier orbital gap comes out at 9.62 eV. For the highest occupied orbital energy, the calculation gives -8.55 eV. Its charge is 0. The calculation puts the LUMO energy at 1.06 eV.

Each line ends with the Mulliken charge.
Positions of all 10 atoms, in Å:
N1 1.78 -0.15 0.40  -0.548
C1 0.41 -0.04 0.13  0.479
C2 -0.30 1.09 -0.12  -0.404
O1 -1.60 0.72 -0.33  -0.323
C3 -1.60 -0.61 -0.15  0.085
N2 -0.45 -1.13 0.12  -0.570
H1 2.36 0.21 -0.34  0.252
H2 2.03 -1.11 0.62  0.285
H3 -0.07 2.14 -0.10  0.370
H4 -2.56 -1.11 -0.23  0.374


Run three
Below is 2 unconnected molecules or ions with the total composition C3H4N2O, with properties calculated with ωB97M-V/def2-TZVPD.

The frontier orbital gap comes out at 9.53 eV. For the highest occupied orbital energy, the calculation gives -8.95 eV. Its charge is 0. The calculation puts the LUMO energy at 0.58 eV.

Each line ends with the Mulliken charge.
Positions of all 10 atoms, in Å:
C1 -1.95 0.67 -0.53  -0.837
C2 -1.45 -0.28 0.23  0.552
N1 -1.06 -1.18 0.97  -0.583
H1 -2.25 0.45 -1.55  0.242
H2 -2.02 1.69 -0.17  0.250
H3 -0.05 -1.35 0.93  0.383
N2 2.08 -0.77 0.36  -0.557
C3 1.76 0.23 -0.26  0.653
O1 1.37 1.09 -0.94  -0.370
H4 2.63 -0.83 1.20  0.266


Which structure is the most stable? The one labeled run two.


Run one
Below is C3H4N2O in the gas phase, with properties calculated with ωB97M-V/def2-TZVPD.

The frontier orbital gap (spin up / spin down) comes out at 8.38 / 8.38 eV. For the highest occupied orbital energy (spin up / spin down), the calculation gives -8.79 / -8.79 eV. Its charge is 0. The calculation puts the LUMO energy (spin up / spin down) at -0.41 / -0.41 eV.

Each line ends with the Mulliken charge.
Positions of all 10 atoms, in Å:
C1 1.67 1.02 0.18  -0.578
C2 0.45 0.59 0.09  0.308
C3 -0.56 -0.23 -0.10  0.102
N1 -1.94 -0.04 -0.19  -0.515
N2 -0.23 -1.64 -0.34  -0.015
O1 0.94 -1.91 -0.39  -0.295
H1 2.22 1.04 1.11  0.239
H2 2.19 1.34 -0.73  0.237
H3 -2.31 0.73 0.35  0.241
H4 -2.42 -0.90 0.02  0.276


Run two
Below is C3H4N2O in the gas phase, with properties calculated with ωB97M-V/def2-TZVPD.

The frontier orbital gap comes out at 9.98 eV. For the highest occupied orbital energy, the calculation gives -9.10 eV. Its charge is 0. The calculation puts the LUMO energy at 0.88 eV.

Each line ends with the Mulliken charge.
Positions of all 10 atoms, in Å:
N1 -1.57 -0.51 0.77  -0.498
C1 -0.37 -0.10 0.18  0.464
C2 0.84 -0.66 -0.03  -0.401
N2 1.64 0.21 -0.76  -0.547
C3 0.88 1.24 -0.93  0.063
O1 -0.35 1.14 -0.41  -0.343
H1 -1.58 -0.38 1.78  0.254
H2 -1.79 -1.47 0.54  0.264
H3 1.18 -1.63 0.31  0.366
H4 1.13 2.16 -1.44  0.377


Which structure is the most stable? The one labeled run two.


Run one
Below is C3H4N2O in the gas phase, with properties calculated with ωB97M-V/def2-TZVPD.

The frontier orbital gap comes out at 8.92 eV. For the highest occupied orbital energy, the calculation gives -8.27 eV. Its charge is 0. The calculation puts the LUMO energy at 0.65 eV.

Each line ends with the Mulliken charge.
Positions of all 10 atoms, in Å:
O1 0.23 1.69 1.08  -0.519
C1 0.17 0.62 0.25  0.488
C2 0.25 0.37 -1.10  -0.409
N1 -0.17 -0.92 -1.35  -0.545
C3 -0.44 -1.44 -0.19  -0.192
N2 -0.23 -0.55 0.83  -0.081
H1 0.53 2.47 0.61  0.329
H2 0.72 0.92 -1.90  0.375
H3 -0.67 -2.49 -0.04  0.358
H4 -0.40 -0.68 1.82  0.195


Run two
Below is C3H4N2O in the gas phase, with properties calculated with ωB97M-V/def2-TZVPD.

The frontier orbital gap (spin up / spin down) comes out at 8.42 / 8.42 eV. For the highest occupied orbital energy (spin up / spin down), the calculation gives -8.63 / -8.63 eV. Its charge is 0. The calculation puts the LUMO energy (spin up / spin down) at -0.21 / -0.21 eV.

Each line ends with the Mulliken charge.
Positions of all 10 atoms, in Å:
N1 0.00 -0.28 1.99  -0.433
C1 -0.28 -0.48 0.67  0.137
C2 0.35 -0.41 -0.48  0.129
C3 0.37 0.02 -1.72  -0.510
N2 -0.18 1.33 -1.95  -0.045
O1 -0.57 1.92 -0.96  -0.329
H1 -0.76 -0.06 2.63  0.232
H2 0.89 0.10 2.24  0.220
H3 -0.75 -1.41 0.23  0.211
H4 0.75 -0.49 -2.59  0.389


Run three
Below is C3H4N2O in the gas phase, with properties calculated with ωB97M-V/def2-TZVPD.

The frontier orbital gap comes out at 9.99 eV. For the highest occupied orbital energy, the calculation gives -10.23 eV. Its charge is 0. The calculation puts the LUMO energy at -0.24 eV.

Each line ends with the Mulliken charge.
Positions of all 10 atoms, in Å:
O1 0.52 1.72 0.86  -0.520
C1 0.16 0.35 0.67  0.374
C2 0.99 -0.35 -0.38  -0.148
N1 0.32 -1.09 -1.14  -0.416
N2 -1.12 -0.95 -0.79  -0.400
C3 -1.18 -0.12 0.20  -0.337
H1 1.26 1.51 1.71  0.410
H2 0.35 -0.27 1.58  0.218
H3 2.02 -0.28 -0.23  0.399
H4 -2.03 0.32 0.66  0.421


Which structure is the most stable? The one labeled run one.


Run one
Below is C3H4N2O in the gas phase, with properties calculated with ωB97M-V/def2-TZVPD.

The frontier orbital gap comes out at 10.39 eV. For the highest occupied orbital energy, the calculation gives -9.44 eV. Its charge is 0. The calculation puts the LUMO energy at 0.95 eV.

Each line ends with the Mulliken charge.
Positions of all 10 atoms, in Å:
O1 -1.80 0.20 -1.36  -0.511
C1 -0.77 0.18 -0.47  0.382
C2 -0.04 -0.95 -0.04  -0.310
C3 0.92 -0.44 0.80  -0.448
N1 0.70 0.90 0.84  0.298
N2 -0.32 1.30 0.08  -0.743
H1 -1.40 0.11 -2.24  0.345
H2 -0.23 -1.98 -0.31  0.361
H3 1.74 -0.90 1.32  0.411
H4 1.21 1.59 1.37  0.215


Run two
Below is C3H4N2O in the gas phase, with properties calculated with ωB97M-V/def2-TZVPD.

The frontier orbital gap comes out at 10.77 eV. For the highest occupied orbital energy, the calculation gives -10.78 eV. Its charge is 0. The calculation puts the LUMO energy at -0.01 eV.

Each line ends with the Mulliken charge.
Positions of all 10 atoms, in Å:
H1 0.42 -1.75 0.01  0.244
N1 0.97 -1.15 0.57  -0.595
C1 0.64 0.18 0.52  0.517
C2 1.35 1.04 1.38  0.270
N2 1.86 1.79 2.07  -0.344
O1 -0.29 0.84 -0.25  -0.259
C3 -1.10 -0.12 -0.98  -0.723
H2 -1.96 -0.32 -0.35  0.285
H3 -0.58 -0.97 -1.06  0.359
H4 -1.29 0.46 -1.89  0.246


Run three
Below is a molecular structure, C3H4N2O, with properties calculated with ωB97M-V/def2-TZVPD.

The frontier orbital gap comes out at 8.98 eV. For the highest occupied orbital energy, the calculation gives -8.33 eV. Its charge is 0. The calculation puts the LUMO energy at 0.66 eV.

Each line ends with the Mulliken charge.
Positions of all 10 atoms, in Å:
N1 -0.44 -1.75 -0.82  -0.609
C1 -1.26 -0.95 -0.30  0.122
O1 -0.92 0.29 0.09  -0.329
C2 0.38 0.68 -0.18  -0.503
C3 0.89 1.54 0.66  0.570
N2 1.42 2.30 1.47  -0.528
H1 -0.90 -2.62 -1.06  0.239
H2 -2.32 -1.10 -0.11  0.362
H3 0.96 0.13 -0.92  0.350
H4 2.18 1.47 1.15  0.325


Which structure is the most stable? The one labeled run one.


Run one
Below is C3H4N2O in the gas phase, with properties calculated with ωB97M-V/def2-TZVPD.

The frontier orbital gap comes out at 8.97 eV. For the highest occupied orbital energy, the calculation gives -8.37 eV. Its charge is 0. The calculation puts the LUMO energy at 0.60 eV.

Each line ends with the Mulliken charge.
Positions of all 10 atoms, in Å:
O1 1.86 0.72 0.05  -0.591
C1 0.62 0.33 0.10  0.504
C2 -0.04 0.10 1.24  -0.191
N1 -1.23 -0.33 1.06  -0.794
N2 -1.30 -0.42 -0.23  0.363
C3 -0.31 0.05 -0.90  -0.439
H1 2.38 0.80 -0.90  0.358
H2 0.41 -0.18 2.29  0.299
H3 -2.09 -0.68 -0.78  0.221
H4 -0.31 -0.39 -1.94  0.270


Run two
Below is C3H4N2O in the gas phase, with properties calculated with ωB97M-V/def2-TZVPD.

The frontier orbital gap comes out at 8.74 eV. For the highest occupied orbital energy, the calculation gives -8.62 eV. Its charge is 0. The calculation puts the LUMO energy at 0.12 eV.

Each line ends with the Mulliken charge.
Positions of all 10 atoms, in Å:
O1 2.38 -0.24 0.14  -0.593
C1 1.17 -0.31 0.25  0.404
N1 0.38 -1.43 0.38  -0.777
N2 -0.87 -0.97 0.19  0.360
C2 -1.05 0.28 -0.15  -0.180
C3 0.30 0.88 -0.17  -0.484
H1 0.97 0.88 -1.06  0.253
H2 -1.62 -1.66 0.32  0.252
H3 -2.05 0.71 -0.15  0.408
H4 0.40 1.87 0.26  0.357


Which structure is the most stable? The one labeled run two.


Run one
Below is C3H4N2O in the gas phase, with properties calculated with ωB97M-V/def2-TZVPD.

The frontier orbital gap comes out at 8.12 eV. For the highest occupied orbital energy, the calculation gives -8.08 eV. Its charge is 0. The calculation puts the LUMO energy at 0.05 eV.

Each line ends with the Mulliken charge.
Positions of all 10 atoms, in Å:
O1 -1.14 0.86 -1.98  -0.437
C1 -0.12 0.08 -0.51  0.852
N1 0.40 0.92 0.26  -0.684
N2 1.10 0.23 1.22  0.276
C2 1.04 -1.08 1.23  -0.582
C3 -0.68 -0.48 -1.58  -0.429
H1 -0.42 1.23 -2.50  0.342
H2 1.57 0.85 1.86  0.255
H3 1.66 -1.44 2.08  0.168
H4 -1.35 -1.32 -1.63  0.239


Run two
Below is C3H4N2O in the gas phase, with properties calculated with ωB97M-V/def2-TZVPD.

The frontier orbital gap comes out at 11.84 eV. For the highest occupied orbital energy, the calculation gives -10.78 eV. Its charge is 0. The calculation puts the LUMO energy at 1.06 eV.

Each line ends with the Mulliken charge.
Positions of all 10 atoms, in Å:
C1 -1.62 0.08 -0.05  -0.876
C2 -0.13 -0.09 -0.12  0.577
N1 0.71 0.56 0.75  -0.513
C3 1.87 0.15 0.36  0.119
O1 1.83 -0.69 -0.67  -0.134
N2 0.47 -0.85 -0.99  -0.366
H1 -2.13 -0.52 -0.81  0.296
H2 -1.97 -0.22 0.94  0.251
H3 -1.86 1.14 -0.20  0.249
H4 2.83 0.42 0.78  0.398


Which structure is the most stable? The one labeled run two.